C25H31F2InN10S3 | wB97M-V/def2-TZVPD

```
72
C25H31F2InN10S3 (wB97M-V/def2-TZVPD)
In -0.30 0.16 0.23
N -3.43 -2.43 2.21
C -2.28 -1.76 2.35
N -2.01 -1.12 1.23
C -3.05 -1.44 0.41
N -3.92 -2.24 1.00
C -3.15 -0.98 -0.95
C -4.21 -1.36 -1.78
N -4.29 -0.95 -3.03
C -3.35 -0.12 -3.46
C -2.30 0.28 -2.64
N -2.19 -0.17 -1.40
H -3.93 -3.01 2.87
H -1.68 -1.77 3.24
H -4.99 -2.02 -1.42
H -3.44 0.21 -4.49
H -1.53 0.96 -2.99
F 1.23 0.13 5.50
C 1.62 0.37 4.24
C 0.72 0.12 3.21
C 1.08 0.42 1.92
C 2.33 0.95 1.61
C 3.21 1.19 2.68
F 4.40 1.76 2.48
C 2.87 0.90 3.99
C 2.66 1.28 0.21
C 3.97 1.49 -0.23
C 4.20 1.90 -1.53
C 3.11 2.10 -2.37
C 1.85 1.81 -1.89
N 1.63 1.39 -0.64
H -0.26 -0.27 3.43
H 3.58 1.08 4.79
H 4.80 1.32 0.43
H 5.21 2.08 -1.87
H 3.25 2.46 -3.38
H 0.97 1.94 -2.50
N -1.33 2.32 0.10
H -0.78 2.86 0.77
H -2.25 2.24 0.52
H -1.41 2.88 -0.75
S -2.13 1.66 3.25
C -2.19 2.30 4.77
N -1.58 1.81 5.84
C -1.96 2.34 7.13
C -2.54 3.73 6.89
S -3.11 3.73 5.14
H -1.06 0.94 5.80
H -1.09 2.39 7.79
H -2.71 1.68 7.59
H -1.79 4.52 6.98
H -3.38 3.96 7.53
C 0.08 -0.74 -5.44
C 1.22 -0.74 -4.43
N 0.77 -1.08 -3.08
C 0.86 -2.22 -2.40
S 0.46 -2.19 -0.72
N 1.23 -3.41 -2.85
C 1.60 -3.90 -4.18
C 3.12 -3.91 -4.36
H 0.49 -0.65 -6.44
H -0.59 0.10 -5.27
H -0.51 -1.65 -5.39
H 1.66 0.26 -4.37
H 2.00 -1.43 -4.73
H 0.39 -0.31 -2.55
H 1.31 -4.11 -2.12
H 1.11 -3.31 -4.95
H 1.23 -4.93 -4.24
H 3.54 -2.91 -4.32
H 3.36 -4.35 -5.33
H 3.59 -4.52 -3.59
```

Summary:
relative energy (zero: lowest compared OMol25 entry of this formula, charge and spin)	20.0	kcal per mole
energy	-3102.84853	hartree
net charge	+2
LUMO level	-0.2076	hartree
E_HOMO	-12.99	eV

C24H23FN2O5 | wB97M-V/def2-TZVPD

```
55
C24H23FN2O5 (wB97M-V/def2-TZVPD)
C -5.72 -0.41 2.80
H -6.31 -0.60 3.70
H -5.04 -1.24 2.62
H -5.13 0.50 2.95
O -6.66 -0.26 1.76
C -6.20 -0.02 0.51
C -7.15 0.12 -0.50
C -6.81 0.37 -1.83
C -5.49 0.49 -2.22
C -4.51 0.35 -1.23
C -4.87 0.10 0.11
O -3.75 0.01 0.87
C -2.69 0.21 0.05
C -3.10 0.41 -1.24
H -2.47 0.58 -2.10
C -1.36 0.07 0.64
O -1.18 -0.50 1.70
C -0.22 0.63 -0.10
C -0.11 1.64 -0.98
O -1.01 2.45 -1.55
H -0.50 3.09 -2.09
C 1.33 1.88 -1.29
O 1.73 2.73 -2.06
N 2.03 0.98 -0.57
C 3.46 0.85 -0.59
H 3.84 1.53 -1.36
H 3.72 -0.18 -0.85
C 4.08 1.25 0.76
N 5.51 1.45 0.64
C 6.03 2.22 1.75
H 5.52 3.18 1.79
H 7.09 2.40 1.59
H 5.91 1.71 2.72
C 6.23 0.21 0.48
H 6.09 -0.48 1.33
H 7.30 0.43 0.39
H 5.91 -0.29 -0.43
H 3.84 0.48 1.52
H 3.63 2.19 1.07
C 1.17 0.12 0.21
C 1.30 -1.34 -0.16
C 1.30 -2.31 0.83
C 1.39 -3.65 0.49
C 1.49 -3.99 -0.85
C 1.50 -3.04 -1.85
C 1.40 -1.71 -1.49
H 1.39 -0.95 -2.26
H 1.57 -3.34 -2.88
F 1.59 -5.29 -1.18
H 1.38 -4.42 1.24
H 1.20 -2.03 1.87
H 1.37 0.24 1.29
H -5.22 0.68 -3.24
H -7.60 0.47 -2.55
H -8.19 0.03 -0.22
```

Summary:
relative energy (zero: lowest compared OMol25 entry of this formula, charge and spin)	14.3	kcal per mole
energy	-1513.91997	hartree
net charge	0
LUMO level	-0.0202	hartree
E_HOMO	-8.21	eV
SMILES	COc1cccc2cc(C(=O)C3=C(O)C(=O)N(CCN(C)C)[C@@H]3c3ccc(F)cc3)oc12

C5H6O2 | wB97M-V/def2-TZVPD

```
13
C5H6O2 (wB97M-V/def2-TZVPD)
C 0.59 1.66 0.99
C 0.10 -1.59 -1.32
C -0.24 0.81 0.07
C -0.22 -0.74 -0.15
C -1.08 -0.55 0.85
O -0.44 1.06 -1.15
O -1.60 -0.81 1.90
H 0.03 2.56 1.23
H 0.81 1.12 1.91
H 1.51 1.94 0.48
H 0.37 -2.58 -0.94
H 0.93 -1.17 -1.88
H -0.75 -1.71 -1.99
```

Summary:
relative energy (zero: lowest compared OMol25 entry of this formula, charge and spin)	89.8	kcal per mole
energy	-344.45885	hartree
net charge	0
LUMO level	-0.0227	hartree
E_HOMO	-8.77	eV

C18H12FN5O4 | wB97M-V/def2-TZVPD

```
40
C18H12FN5O4 (wB97M-V/def2-TZVPD)
O -0.78 2.07 -2.39
O -0.44 3.08 -6.78
F 3.97 2.50 4.41
N -0.77 -2.27 2.45
N -0.03 -2.00 3.48
N -0.92 -0.23 -0.68
O 0.20 1.12 -5.84
O 4.51 1.18 6.77
C -1.35 1.05 -2.81
C -0.61 2.22 -5.95
C -0.53 -1.35 1.42
C -2.69 -1.22 -3.85
C 0.39 -0.43 1.91
C -2.61 -0.07 -4.59
C -1.12 -1.32 0.08
C -1.43 -0.20 -1.96
C -1.88 -2.40 -0.41
C 2.99 -0.56 6.20
C -2.43 -2.40 -1.71
C 2.07 -1.06 5.24
C 2.38 0.82 3.78
C 3.31 1.32 4.70
C 3.62 0.63 5.90
C -2.16 -1.29 -2.49
C 1.71 -0.38 4.04
N 0.71 -0.87 3.18
N -1.96 1.07 -4.09
C -1.81 2.26 -4.97
H 0.85 1.21 -6.60
H 4.93 1.97 6.36
H -3.13 -2.11 -4.31
H 0.79 0.43 1.32
H -3.08 -0.09 -5.59
H -2.13 -3.22 0.29
H 3.18 -1.10 7.15
H -3.04 -3.22 -2.11
H 1.57 -2.03 5.44
H 2.17 1.42 2.93
H -1.73 3.18 -4.34
H -2.72 2.30 -5.57
```

Summary:
relative energy (zero: lowest compared OMol25 entry of this formula, charge and spin)	0.0	kcal per mole
energy	-1367.73308	hartree
net charge	0
LUMO level	-0.0074	hartree
E_HOMO	-8.27	eV
SMILES	O=C(O)Cn1ccc2ccc(-c3cn(-c4ccc(O)c(F)c4)nn3)nc2c1=O

C10H20N3O | wB97M-V/def2-TZVPD

```
34
C10H20N3O (wB97M-V/def2-TZVPD)
C -0.93 3.29 1.02
C -0.03 2.76 0.45
N 0.87 2.10 -0.35
C 0.94 0.76 -0.42
N 1.88 0.22 -1.24
C 1.47 -0.84 -2.21
C 0.27 -0.48 -3.11
C -0.96 -1.37 -2.88
O -1.90 -0.83 -1.95
N 0.11 0.01 0.31
C 0.25 -0.01 1.80
C 1.66 -0.43 2.26
C -0.84 -0.96 2.33
C -2.15 -0.21 2.65
H -1.74 3.75 1.54
H 1.50 2.66 -0.89
H 2.35 0.96 -1.76
H 1.22 -1.73 -1.63
H 2.34 -1.05 -2.82
H -0.02 0.57 -3.03
H 0.57 -0.63 -4.15
H -1.47 -1.57 -3.82
H -0.65 -2.33 -2.46
H -1.81 0.13 -1.92
H 0.00 -0.93 -0.07
H 0.01 0.97 2.20
H 2.42 -0.35 1.49
H 1.96 0.21 3.09
H 1.67 -1.45 2.65
H -1.09 -1.70 1.57
H -0.48 -1.48 3.22
H -2.17 0.11 3.69
H -3.02 -0.83 2.45
H -2.24 0.67 2.00
```

Summary:
relative energy (zero: lowest compared OMol25 entry of this formula, charge and spin)	38.7	kcal per mole
energy	-632.21698	hartree
net charge	+1
LUMO level	-0.1307	hartree
E_HOMO	-13.54	eV
SMILES	C#CN/C(NCCCO)=[NH+]\[C@H](C)CC

C4H7ClN2 | wB97M-V/def2-TZVPD

```
14
C4H7ClN2 (wB97M-V/def2-TZVPD)
C 1.56 -0.69 -0.44
C 0.62 0.13 -0.06
C -0.84 -0.24 -0.02
C 0.71 1.65 0.06
N -1.78 0.69 0.00
N -1.12 -1.58 0.11
Cl -3.42 0.14 -0.04
H 2.63 -0.34 -0.52
H 1.56 -1.79 -0.55
H -0.13 2.12 -0.29
H 1.75 1.80 -0.37
H 0.83 1.81 1.07
H -0.30 -2.06 0.64
H -2.06 -1.65 0.41
```

Summary:
relative energy (zero: lowest compared OMol25 entry of this formula, charge and spin)	63.5	kcal per mole
energy	-726.23939	hartree
net charge	0
LUMO level	0.0232	hartree
E_HOMO	-9.26	eV
SMILES	C=C(C)/C(N)=N/Cl

C9H14O | wB97M-V/def2-TZVPD

```
24
C9H14O (wB97M-V/def2-TZVPD)
C -0.95 1.38 -3.03
C -1.55 1.73 -1.67
H -1.48 0.57 -3.53
H -0.93 2.26 -3.68
H 0.07 1.00 -2.95
H -2.64 1.75 -1.73
H -1.25 1.02 -0.90
H -1.13 2.68 -1.31
C -1.37 -1.50 2.47
C 0.91 -0.80 -0.48
C 2.02 -0.26 0.16
C -0.16 -1.22 0.30
C -0.14 -1.08 1.69
C 2.08 -0.15 1.53
C 0.97 -0.53 2.30
O 3.14 -0.02 -0.62
H 0.88 -0.70 -1.55
H -1.00 -1.75 -0.13
H 2.96 0.18 2.08
H 3.66 0.68 -0.20
H -1.19 -1.64 3.53
H -1.71 -2.46 2.10
H 0.96 -0.36 3.36
H -2.17 -0.77 2.28
```

Summary:
relative energy (zero: lowest compared OMol25 entry of this formula, charge and spin)	7.2	kcal per mole
energy	-426.56129	hartree
net charge	0
LUMO level	0.0325	hartree
E_HOMO	-8.54	eV
SMILES	Cc1ccc(O)cc1.CC

C4H12BBeCl8 | wB97M-V/def2-TZVPD

```
26
C4H12BBeCl8 (wB97M-V/def2-TZVPD)
Be -0.22 2.96 0.51
B 0.31 0.50 0.63
H 0.56 -0.54 0.56
H 1.05 1.03 0.06
H -0.70 0.72 0.33
H 0.47 0.80 1.66
C -3.88 2.17 -0.10
Cl -3.19 1.82 1.52
Cl -2.58 2.37 -1.30
H -4.60 1.38 -0.32
H -4.32 3.16 0.01
C 3.20 -0.68 1.95
Cl 3.77 -1.85 3.12
Cl 4.20 0.76 1.82
H 3.11 -1.17 0.98
H 2.23 -0.35 2.32
C 1.95 -0.54 -2.12
Cl 2.09 -2.30 -2.03
Cl 2.56 0.10 -3.65
H 0.89 -0.30 -2.19
H 2.46 -0.02 -1.31
C -1.76 -1.92 -0.41
Cl -1.38 -3.30 -1.43
Cl -3.55 -1.66 -0.33
H -1.37 -2.07 0.59
H -1.31 -1.04 -0.87
```

Summary:
relative energy (zero: lowest compared OMol25 entry of this formula, charge and spin)	44.6	kcal per mole
energy	-3880.16851	hartree
net charge	+1
LUMO level	-0.3482	hartree
E_HOMO	-13.11	eV

C5H7Cl2FO | wB97M-V/def2-TZVPD

```
16
C5H7Cl2FO (wB97M-V/def2-TZVPD)
C 0.58 -0.28 -1.10
C -0.39 0.14 0.12
C 1.83 0.13 -0.03
C -1.26 1.24 -0.03
C -0.94 -1.13 0.78
O 0.87 0.53 0.89
F 0.65 -1.58 -1.39
Cl 2.82 1.47 -0.51
Cl 2.85 -1.17 0.52
H 0.59 0.32 -2.02
H -0.94 2.04 0.56
H -2.24 0.90 0.36
H -1.24 1.74 -1.05
H -1.40 -0.95 1.73
H -0.08 -1.74 0.98
H -1.69 -1.67 0.19
```

Summary:
relative energy (zero: lowest compared OMol25 entry of this formula, charge and spin)	5.0	kcal per mole
energy	-1290.15681	hartree
net charge	0
LUMO level	0.0265	hartree
E_HOMO	-10.52	eV
SMILES	CC1(C)OC(Cl)(Cl)[C@H]1F

C3H3ClN2S2 | wB97M-V/def2-TZVPD

```
11
C3H3ClN2S2 (wB97M-V/def2-TZVPD)
C -0.92 -1.22 -0.05
C -1.34 0.07 -0.01
C -0.18 0.93 0.05
H 2.17 1.79 -0.24
H 0.92 -1.93 0.48
H -1.51 -2.13 -0.08
N 0.87 0.06 0.12
N 0.44 -1.25 -0.07
S 2.53 0.45 -0.12
S -0.03 2.59 0.00
Cl -2.95 0.64 -0.09
```

Summary:
relative energy (zero: lowest compared OMol25 entry of this formula, charge and spin)	17.0	kcal per mole
energy	-1482.13927	hartree
net charge	0
LUMO level	0.0098	hartree
E_HOMO	-8.23	eV
SMILES	S=c1c(Cl)c[nH]n1S

C22H31FINO2 | wB97M-V/def2-TZVPD

```
58
C22H31FINO2 (wB97M-V/def2-TZVPD)
C -0.35 0.90 3.54
C -1.37 -0.26 3.21
C -1.03 -1.12 1.94
C -2.07 -2.34 2.09
C -1.48 -3.72 1.66
F -2.45 -4.75 1.91
C 0.48 -1.46 1.66
O 1.22 -2.27 2.12
O 0.89 -0.53 0.70
C -0.15 -0.01 -0.20
C 0.30 -0.60 -1.58
C 0.43 -2.17 -1.61
C 1.93 -2.65 -1.69
I 2.01 -4.76 -2.21
C -0.09 1.58 -0.10
C 1.36 2.06 -0.48
C 1.56 2.47 -1.88
C 2.88 2.90 -2.35
C 3.99 2.91 -1.41
C 5.41 3.33 -1.93
C 3.81 2.54 -0.01
C 2.48 2.11 0.44
C -1.45 -0.56 0.50
N -2.63 0.30 0.62
C -3.39 0.31 -0.43
C -3.81 1.71 -1.02
C -3.97 -0.95 -1.15
H -0.29 0.97 4.66
H 0.70 0.71 3.19
H -0.71 1.92 3.22
H -1.35 -0.95 4.10
H -2.41 0.16 3.19
H -2.47 -2.45 3.12
H -2.97 -2.15 1.43
H -1.26 -3.79 0.56
H -0.58 -4.02 2.26
H 1.30 -0.19 -1.91
H -0.44 -0.23 -2.35
H -0.16 -2.52 -2.50
H 0.00 -2.68 -0.70
H 2.51 -2.03 -2.41
H 2.39 -2.50 -0.67
H -0.32 1.94 0.92
H -0.80 2.05 -0.84
H 0.75 2.44 -2.65
H 3.08 3.20 -3.40
H 6.02 2.38 -1.94
H 5.93 4.04 -1.25
H 5.36 3.68 -3.00
H 4.64 2.54 0.73
H 2.32 1.79 1.50
H -1.62 -1.53 -0.06
H -4.54 2.14 -0.26
H -4.42 1.54 -1.95
H -2.94 2.38 -1.20
H -4.10 -1.83 -0.47
H -3.21 -1.26 -1.93
H -4.91 -0.72 -1.74
```

Summary:
energy	-1459.57717	hartree
net charge	0
LUMO level	0.0156	hartree
E_HOMO	-8.67	eV
SMILES	CC[C@]1(CCF)C(=O)O[C@](CCCI)(Cc2ccc(C)cc2)[C@@H]1N=C(C)C

C15H27N2NdO4P2 | wB97M-V/def2-TZVPD

```
51
C15H27N2NdO4P2 (wB97M-V/def2-TZVPD)
Nd -0.06 0.51 0.39
P 0.36 -2.63 0.32
C 1.33 -2.65 -1.23
C 1.73 -1.45 -2.02
N 1.12 -0.29 -1.64
C 1.04 0.66 -2.57
C 1.63 0.52 -3.81
C 2.28 -0.64 -4.18
C 2.33 -1.70 -3.27
C 0.36 2.02 -2.28
P 0.57 2.81 -0.62
H 2.62 -2.72 -3.65
H 1.59 1.39 -4.44
H 2.77 -0.73 -5.14
H 0.60 2.83 -3.01
H -0.73 1.89 -2.45
H 2.15 -3.19 -0.90
H 0.96 -3.47 -1.89
H 5.09 -1.72 2.58
O 5.27 -0.82 2.22
H 5.59 -0.94 1.32
H 1.21 -0.67 3.47
O 0.54 0.45 2.89
H 0.96 1.45 3.17
C 2.25 3.43 -0.70
H 2.26 4.21 -1.47
H 2.53 3.81 0.29
H 2.94 2.62 -0.99
C -0.49 4.26 -0.79
H -0.73 4.64 0.21
H 0.08 5.00 -1.35
H -1.42 4.02 -1.30
C -0.99 -3.73 -0.33
H -0.73 -4.81 -0.43
H -1.71 -3.65 0.50
H -1.49 -3.36 -1.23
C 1.30 -3.92 1.29
H 0.80 -3.90 2.27
H 1.32 -4.97 0.94
H 2.33 -3.56 1.44
O -2.19 -1.19 -2.70
C -2.70 -0.74 -1.69
C -4.17 -0.69 -1.35
C -4.23 -0.25 0.10
C -2.78 0.00 0.45
O -2.27 0.40 1.53
N -1.97 -0.24 -0.63
H -4.68 -0.02 -2.03
H -4.66 -1.65 -1.55
H -4.82 0.67 0.22
H -4.72 -0.99 0.72
```

Summary:
energy	-2241.82874	hartree
net charge	+2
spin multiplicity	4
LUMO level (spin up / spin down)	-0.2634 / -0.2627	hartree
expectation value of S²	3.753
E_HOMO (spin up / spin down)	-15.36 / -15.36	eV

Please write out number 5 again, unchanged.
C10H20N3O | wB97M-V/def2-TZVPD

```
34
C10H20N3O (wB97M-V/def2-TZVPD)
C -0.93 3.29 1.02
C -0.03 2.76 0.45
N 0.87 2.10 -0.35
C 0.94 0.76 -0.42
N 1.88 0.22 -1.24
C 1.47 -0.84 -2.21
C 0.27 -0.48 -3.11
C -0.96 -1.37 -2.88
O -1.90 -0.83 -1.95
N 0.11 0.01 0.31
C 0.25 -0.01 1.80
C 1.66 -0.43 2.26
C -0.84 -0.96 2.33
C -2.15 -0.21 2.65
H -1.74 3.75 1.54
H 1.50 2.66 -0.89
H 2.35 0.96 -1.76
H 1.22 -1.73 -1.63
H 2.34 -1.05 -2.82
H -0.02 0.57 -3.03
H 0.57 -0.63 -4.15
H -1.47 -1.57 -3.82
H -0.65 -2.33 -2.46
H -1.81 0.13 -1.92
H 0.00 -0.93 -0.07
H 0.01 0.97 2.20
H 2.42 -0.35 1.49
H 1.96 0.21 3.09
H 1.67 -1.45 2.65
H -1.09 -1.70 1.57
H -0.48 -1.48 3.22
H -2.17 0.11 3.69
H -3.02 -0.83 2.45
H -2.24 0.67 2.00
```

Summary:
relative energy (zero: lowest compared OMol25 entry of this formula, charge and spin)	38.7	kcal per mole
energy	-632.21698	hartree
net charge	+1
LUMO level	-0.1307	hartree
E_HOMO	-13.54	eV
SMILES	C#CN/C(NCCCO)=[NH+]\[C@H](C)CC